[1]
C25H25N5 as an isolated structure in a non-equilibrium geometry. Source: OMol25; level of theory: the ωB97M-V functional and the def2-TZVPD basis.

## Properties
- E_HOMO: -6.36 eV
- Max |F|: 12.59 eV/A
- DFT total energy: -33754.8390 eV
- ΔE to the lowest compared entry with this formula, charge and spin: 2656.8 kJ/mol
- LUMO level: -0.038 hartree

```
! RIJCOSX wB97M-V def2-TZVPD def2/J DEFGRID3
* xyz 0 1
N -19.538 6.661 31.478
C -18.294 6.048 31.662
C -17.702 5.219 30.776
C -18.275 5.040 29.532
C -19.493 5.617 29.250
C -20.108 6.385 30.286
H -17.759 6.405 32.530
H -16.697 4.861 30.944
H -17.765 4.439 28.793
H -20.067 5.390 28.364
H -21.068 6.778 29.984
N -18.183 3.561 28.266
C -17.761 2.534 27.548
C -18.604 1.588 26.977
C -19.987 1.845 26.959
C -20.435 3.029 27.595
C -19.550 3.707 28.384
H -16.684 2.460 27.535
H -18.240 0.678 26.522
H -20.752 1.246 26.487
H -21.492 3.230 27.693
H -19.773 4.502 29.081
N -13.563 3.465 25.949
C -13.944 4.702 26.358
C -14.818 4.825 27.455
C -15.527 3.748 27.961
C -15.281 2.555 27.303
C -14.239 2.381 26.340
H -13.422 5.584 26.017
H -15.049 5.754 27.954
H -16.208 3.784 28.798
H -15.903 1.740 27.643
H -14.057 1.449 25.825
N -20.363 -0.355 29.200
C -19.710 0.774 28.900
C -18.482 1.020 29.515
C -17.858 0.197 30.447
C -18.536 -0.972 30.744
C -19.810 -1.216 30.152
H -20.289 1.381 28.219
H -17.916 1.928 29.369
H -16.901 0.460 30.873
H -18.053 -1.618 31.463
H -20.320 -2.124 30.438
N -21.050 4.496 27.212
C -21.921 5.182 28.066
C -21.830 6.529 28.256
C -20.838 7.275 27.632
C -19.941 6.600 26.782
C -20.096 5.211 26.533
H -22.596 4.620 28.695
H -22.532 6.940 28.966
H -20.760 8.277 28.029
H -19.216 7.217 26.272
H -19.455 4.676 25.848
*
```

[2]
C25H25NSiV as an isolated structure in a non-equilibrium geometry. Source: OMol25; level of theory: the ωB97M-V functional and the def2-TZVPD basis.

## Properties
- E_HOMO (spin up / spin down): -7.24 / -7.17 eV
- Max |F|: 2.98 eV/A
- Expectation value of S²: 0.814
- DFT total energy: -61383.8877 eV
- LUMO level (spin up / spin down): 0.002 / 0.000 hartree

```
! RIJCOSX wB97M-V def2-TZVPD def2/J DEFGRID3
* xyz 0 2
C -1.328 0.726 -4.045
C 0.064 0.531 -4.290
C 0.806 1.291 -3.341
C -0.127 1.962 -2.488
C -1.451 1.646 -2.942
V -0.549 -0.183 -2.219
N -2.057 -0.564 -1.616
C -0.417 -2.559 -2.257
C 0.564 -1.919 -3.027
H 1.891 1.377 -3.289
H 0.484 -0.086 -5.080
H 0.122 2.662 -1.698
H -2.369 2.051 -2.534
H -2.144 0.295 -4.620
H 0.439 -1.903 -4.117
H -1.311 -2.945 -2.762
H -3.039 -0.782 -1.450
H 1.594 -1.788 -2.675
H -0.225 -2.911 -1.236
C -0.352 4.362 2.093
C 0.630 4.038 1.151
C 0.722 2.732 0.659
C -0.186 1.738 1.070
C -1.140 2.064 2.044
C -1.227 3.371 2.545
Si 0.005 0.017 0.354
C 1.754 -0.458 0.838
C 2.716 -0.762 -0.138
C 4.009 -1.131 0.246
C 4.364 -1.169 1.599
C 3.421 -0.834 2.574
C 2.120 -0.476 2.194
C -1.143 -1.113 1.295
C -0.671 -2.256 1.957
C -1.560 -3.113 2.618
C -2.933 -2.850 2.612
C -3.415 -1.711 1.959
C -2.527 -0.851 1.306
H -0.426 5.377 2.483
H 1.329 4.797 0.798
H 1.515 2.489 -0.055
H -1.810 1.292 2.425
H -1.986 3.603 3.294
H 2.447 -0.711 -1.196
H 4.743 -1.389 -0.520
H 5.375 -1.456 1.892
H 3.688 -0.849 3.632
H 1.390 -0.212 2.965
H 0.400 -2.474 1.965
H -1.169 -3.992 3.135
H -3.621 -3.522 3.126
H -4.486 -1.493 1.951
H -2.921 0.043 0.815
*
```

[3]
C25H26AsF5MgNSSi2 as an isolated structure in a non-equilibrium geometry. Source: OMol25; level of theory: the ωB97M-V functional and the def2-TZVPD basis.

## Properties
- E_HOMO: -4.22 eV
- Max |F|: 1.12 eV/A
- DFT total energy: -134303.4835 eV
- LUMO level: 0.085 hartree

```
! RIJCOSX wB97M-V def2-TZVPD def2/J DEFGRID3
* xyz -1 1
Mg 0.596 -0.678 -0.246
S 2.822 -0.980 3.719
C 1.153 -0.940 4.153
C 0.543 -0.992 5.401
C -0.832 -0.975 5.475
C -1.618 -0.872 4.336
C -1.043 -0.809 3.085
C 0.373 -0.849 3.001
N 1.100 -0.799 1.834
C 2.396 -0.858 2.026
C 3.355 -0.825 0.885
C 4.710 -0.988 1.117
C 5.593 -0.992 0.056
C 5.099 -0.807 -1.227
C 3.742 -0.640 -1.432
C 2.793 -0.640 -0.406
H 1.161 -1.068 6.263
H -1.299 -0.999 6.448
H -2.703 -0.834 4.392
H -1.603 -0.738 2.148
H 5.047 -1.139 2.129
H 6.644 -1.104 0.251
H 5.754 -0.798 -2.100
H 3.380 -0.544 -2.459
F 1.707 -3.445 -1.671
C 0.361 -3.562 -1.447
C -0.365 -2.577 -0.805
C -1.689 -2.882 -0.591
F -2.557 -2.036 0.041
C -2.291 -4.074 -0.967
F -3.590 -4.306 -0.741
C -1.530 -5.021 -1.623
F -2.063 -6.194 -1.998
C -0.206 -4.752 -1.876
F 0.551 -5.682 -2.484
C -1.192 2.729 -3.431
Si -1.877 1.199 -2.622
C -3.744 1.252 -2.847
C -1.203 -0.314 -3.522
As -1.391 1.003 -0.378
Si -0.766 3.093 0.382
C -2.253 4.269 0.391
C -0.111 2.909 2.145
C 0.626 3.940 -0.579
H -1.507 2.745 -4.480
H -0.102 2.744 -3.428
H -1.582 3.607 -2.937
H -4.050 1.440 -3.885
H -4.188 2.011 -2.207
H -4.120 0.271 -2.548
H -1.503 -0.322 -4.583
H -1.607 -1.230 -3.052
H -0.101 -0.336 -3.471
H -2.982 3.859 1.092
H -2.671 4.256 -0.635
H -1.998 5.296 0.638
H -0.830 2.479 2.837
H 0.217 3.874 2.572
H 0.789 2.269 2.147
H 0.234 4.275 -1.558
H 1.473 3.267 -0.720
H 0.949 4.817 -0.009
*
```

[4]
C25H26BClMnN9S as an isolated structure in a non-equilibrium geometry. Source: OMol25; level of theory: the ωB97M-V functional and the def2-TZVPD basis.

## Properties
- E_HOMO (spin up / spin down): -11.15 / -11.14 eV
- Max |F|: 1.14 eV/A
- Expectation value of S²: 8.754
- DFT total energy: -95111.7015 eV
- ΔE to the lowest compared entry with this formula, charge and spin: 50.9 kJ/mol
- LUMO level (spin up / spin down): -0.120 / -0.122 hartree

```
! RIJCOSX wB97M-V def2-TZVPD def2/J DEFGRID3
* xyz 1 6
Mn 0.038 0.197 -0.007
C -2.668 2.029 1.533
C -1.358 2.059 2.247
C -1.052 2.575 3.507
C 0.294 2.326 3.672
N 0.760 1.713 2.576
N -0.257 1.542 1.698
B 2.150 1.171 2.179
N 2.053 -0.394 2.155
C 2.688 -1.252 2.966
C 2.471 -2.531 2.508
C 1.661 -2.381 1.380
C 1.166 -3.433 0.449
N 1.401 -1.085 1.184
N 2.484 1.690 0.737
C 3.514 2.488 0.409
C 3.680 2.455 -0.957
C 2.688 1.587 -1.423
C 2.460 1.118 -2.822
N 1.966 1.143 -0.392
N 3.298 1.562 3.092
C 3.466 2.331 4.201
C 4.785 2.278 4.557
C 5.389 1.434 3.598
C 6.820 1.026 3.486
N 4.490 1.016 2.728
H -3.203 2.965 1.682
H -2.519 1.878 0.462
H -3.298 1.223 1.912
H -1.720 3.061 4.197
H 0.921 2.546 4.516
H 3.267 -0.919 3.809
H 2.851 -3.448 2.925
H 1.818 -4.303 0.488
H 0.165 -3.757 0.723
H 1.144 -3.052 -0.574
H 4.075 3.024 1.154
H 4.421 2.972 -1.542
H 3.408 1.106 -3.355
H 2.047 0.108 -2.821
H 1.778 1.770 -3.368
H 2.666 2.885 4.659
H 5.256 2.771 5.391
H 7.413 1.482 4.276
H 6.916 -0.058 3.557
H 7.226 1.329 2.521
S -1.561 -3.683 -3.145
C -2.166 -4.546 -1.803
C -2.308 -3.758 -0.709
C -1.915 -2.426 -0.973
C -1.510 -2.193 -2.264
C -1.146 -0.940 -2.924
C -1.188 -0.847 -4.317
C -0.979 0.370 -4.932
C -0.749 1.486 -4.141
C -0.675 1.312 -2.776
N -0.842 0.130 -2.166
H -2.382 -5.598 -1.893
H -2.668 -4.097 0.251
H -1.418 -1.724 -4.906
H -1.007 0.453 -6.010
H -0.618 2.465 -4.578
H -0.468 2.156 -2.127
Cl -2.004 -1.230 0.266
*
```

[5]
C25H26BaN7O2S as an isolated structure in a non-equilibrium geometry. Source: OMol25; level of theory: the ωB97M-V functional and the def2-TZVPD basis.

## Properties
- E_HOMO: -9.58 eV
- Max |F|: 2.01 eV/A
- DFT total energy: -52398.4913 eV
- ΔE to the lowest compared entry with this formula, charge and spin: 129.5 kJ/mol
- LUMO level: -0.095 hartree

```
! RIJCOSX wB97M-V def2-TZVPD def2/J DEFGRID3
* xyz 1 1
Ba 0.884 0.523 -0.978
S 5.183 3.123 -1.187
C 5.693 1.477 -1.147
C 6.987 0.963 -1.147
C 7.138 -0.408 -1.111
C 6.021 -1.252 -1.078
C 4.741 -0.740 -1.079
C 4.576 0.645 -1.112
N 3.356 1.318 -1.111
C 3.522 2.622 -1.147
C 2.434 3.650 -1.151
C 2.857 4.983 -1.110
C 1.924 6.002 -1.106
C 0.576 5.668 -1.145
C 0.195 4.336 -1.187
C 1.078 3.239 -1.189
H 7.852 1.612 -1.174
H 8.132 -0.834 -1.110
H 6.170 -2.323 -1.054
H 3.894 -1.416 -1.058
H 3.904 5.257 -1.078
H 2.238 7.037 -1.073
H -0.168 6.455 -1.147
H -0.879 4.154 -1.223
N -2.529 0.150 -1.129
C -2.149 -1.092 -1.819
C -3.263 -2.099 -2.240
C -4.706 -1.822 -1.812
C -4.999 -1.910 -0.301
N -4.078 -2.806 0.395
C -4.211 -4.103 0.558
N -5.384 -4.729 0.397
N -3.126 -4.802 0.898
C -1.095 -1.739 -0.902
O -1.467 -2.170 0.214
O 0.104 -1.660 -1.282
H -2.859 -0.033 -0.191
H -3.229 0.664 -1.647
H -1.645 -0.774 -2.732
H -2.987 -3.105 -1.912
H -3.267 -2.158 -3.329
H -5.340 -2.537 -2.340
H -5.037 -0.840 -2.159
H -6.033 -2.210 -0.119
H -4.909 -0.937 0.183
H -3.099 -2.479 0.417
H -6.230 -4.203 0.266
H -5.476 -5.706 0.608
H -2.216 -4.356 0.863
H -3.165 -5.798 1.011
N 0.172 0.622 7.167
C 0.229 0.617 6.021
C 0.304 0.607 4.582
C 0.826 -0.498 3.918
C 0.854 -0.465 2.536
N 0.411 0.570 1.822
C -0.067 1.632 2.471
C -0.149 1.697 3.852
H 1.198 -1.355 4.460
H 1.242 -1.313 1.982
H -0.384 2.469 1.859
H -0.547 2.575 4.339
*
```

[6]
C25H26BrClCuN7O4S as an isolated structure. Source: OMol25; level of theory: the ωB97M-V functional and the def2-TZVPD basis.

## Properties
- E_HOMO (spin up / spin down): -4.79 / -4.78 eV
- Max |F|: 0.57 eV/A
- Expectation value of S²: 0.752
- DFT total energy: -183011.5510 eV
- LUMO level (spin up / spin down): 0.079 / 0.079 hartree

```
! RIJCOSX wB97M-V def2-TZVPD def2/J DEFGRID3
* xyz -1 2
Cu 0.101 -0.039 0.054
Cl -1.779 -6.951 -0.945
C -1.262 -5.364 -0.412
C -0.598 -5.231 0.817
C -0.173 -4.005 1.250
C -0.374 -2.830 0.476
O 0.091 -1.717 0.924
C -1.075 -2.987 -0.744
C -1.406 -1.888 -1.613
O -1.208 -0.693 -1.412
C -1.497 -4.258 -1.174
H -0.424 -6.113 1.420
H 0.340 -3.892 2.195
H -1.928 -2.169 -2.540
H -2.012 -4.348 -2.123
C 0.418 2.938 0.051
N 0.297 4.250 -0.565
C 1.012 4.230 -1.842
N 0.488 3.215 -2.756
C 0.621 1.914 -2.116
N -0.114 1.852 -0.814
C -1.557 2.190 -1.102
N -1.686 3.493 -1.733
C -1.122 4.500 -0.841
C -0.930 3.493 -2.979
H -0.149 2.913 0.981
H 1.468 2.721 0.255
H 2.069 4.024 -1.655
H 0.922 5.212 -2.312
H 1.670 1.705 -1.919
H 0.222 1.127 -2.755
H -2.094 2.157 -0.158
H -1.950 1.417 -1.755
H -1.676 4.488 0.099
H -1.221 5.486 -1.300
H -1.028 4.469 -3.460
H -1.340 2.729 -3.643
C 0.458 2.288 3.400
C 1.496 1.403 2.806
N 1.382 0.567 1.794
C 2.609 -0.069 1.677
C 3.462 0.396 2.618
N 2.744 1.336 3.326
H -0.496 2.131 2.899
H 0.757 3.337 3.334
H 0.309 2.037 4.452
H 2.775 -0.809 0.916
H 4.484 0.156 2.848
H 3.060 1.863 4.122
Br 7.096 0.561 -1.460
C 5.779 -0.520 -2.309
C 6.161 -1.343 -3.355
C 5.195 -2.128 -3.972
C 3.876 -2.080 -3.544
C 3.510 -1.248 -2.493
C 4.469 -0.461 -1.868
C 2.058 -1.215 -2.052
O 1.254 -1.934 -2.648
O 1.821 -0.413 -1.092
H 7.192 -1.369 -3.680
H 5.477 -2.778 -4.790
H 3.105 -2.682 -4.004
H 4.176 0.184 -1.050
S -2.215 0.548 1.859
C -3.700 1.348 1.897
N -4.720 1.902 1.931
*
```

[7]
C25H26BrN3RuS as an isolated structure in a non-equilibrium geometry. Source: OMol25; level of theory: the ωB97M-V functional and the def2-TZVPD basis.

## Properties
- E_HOMO (spin up / spin down): -15.73 / -15.73 eV
- Max |F|: 3.14 eV/A
- Expectation value of S²: 0.762
- DFT total energy: -114246.5827 eV
- LUMO level (spin up / spin down): -0.466 / -0.450 hartree

```
! RIJCOSX wB97M-V def2-TZVPD def2/J DEFGRID3
* xyz 3 2
Ru 1.315 0.518 -0.356
C 3.001 1.186 4.289
C 1.789 0.965 3.354
C 0.550 1.667 3.907
C 2.174 1.398 1.969
C 3.185 0.700 1.266
C 3.645 1.128 0.009
C 3.115 2.286 -0.608
C 3.695 2.831 -1.872
C 2.099 2.975 0.091
C 1.656 2.557 1.353
H 2.716 0.890 5.297
H 3.281 2.241 4.305
H 3.870 0.598 3.996
H 1.608 -0.116 3.316
H 0.777 2.704 4.165
H 0.236 1.174 4.824
H -0.291 1.653 3.210
H 3.669 -0.135 1.759
H 4.473 0.612 -0.464
H 3.324 2.294 -2.749
H 4.780 2.719 -1.875
H 3.446 3.883 -1.997
H 1.713 3.902 -0.319
H 0.942 3.169 1.891
S -5.150 0.669 -0.896
C -3.388 0.815 -0.625
C -2.619 1.639 -1.451
C -1.286 1.831 -1.148
N -0.714 1.257 -0.073
C -1.450 0.464 0.728
C -2.789 0.228 0.492
C -5.285 -0.824 -1.899
C -5.420 -2.077 -1.326
C -5.720 -3.144 -2.175
N -5.858 -2.963 -3.475
C -5.719 -1.779 -4.033
C -5.429 -0.646 -3.267
H -3.051 2.135 -2.309
H -0.667 2.482 -1.755
H -0.955 0.046 1.598
H -3.358 -0.387 1.175
H -5.333 -2.232 -0.259
H -5.874 -4.143 -1.788
H -5.860 -1.701 -5.105
H -5.345 0.329 -3.728
Br -0.188 -1.185 -2.145
C 0.977 -2.373 -1.221
C 0.899 -3.736 -1.345
C 1.886 -4.482 -0.705
C 2.887 -3.822 -0.004
C 2.849 -2.444 0.092
N 1.889 -1.720 -0.503
H 0.121 -4.204 -1.933
H 1.872 -5.561 -0.778
H 3.698 -4.367 0.459
H 3.607 -1.903 0.640
*
```

[8]
C25H26Cl3NO4Re as an isolated structure in a non-equilibrium geometry. Source: OMol25; level of theory: the ωB97M-V functional and the def2-TZVPD basis.

## Properties
- E_HOMO (spin up / spin down): -7.07 / -6.95 eV
- Max |F|: 1.08 eV/A
- Expectation value of S²: 0.757
- DFT total energy: -75721.6622 eV
- ΔE to the lowest compared entry with this formula, charge and spin: 475.1 kJ/mol
- LUMO level (spin up / spin down): 0.023 / 0.014 hartree

```
! RIJCOSX wB97M-V def2-TZVPD def2/J DEFGRID3
* xyz 0 2
Re 0.257 -1.152 1.400
C 0.138 -3.561 4.097
C -0.280 -2.282 4.282
C 0.452 -1.191 3.722
C 1.681 -1.437 3.073
C 2.091 -2.798 2.894
C 1.324 -3.825 3.360
H -0.429 -4.386 4.510
H -1.182 -2.074 4.841
H 0.170 -0.187 4.008
H 2.387 -0.629 2.934
H 3.017 -2.999 2.374
H 1.638 -4.848 3.200
O -1.460 -2.522 1.501
O -1.695 -1.185 2.024
Cl -0.981 -1.266 -0.702
C -3.675 -2.905 -1.508
C -3.426 -2.516 -0.048
C -4.045 -3.567 0.882
C -4.044 -1.147 0.231
C -1.922 -2.588 0.181
H -4.748 -2.925 -1.701
H -3.274 -3.896 -1.734
H -3.226 -2.186 -2.195
H -5.114 -3.644 0.676
H -3.911 -3.289 1.927
H -3.600 -4.553 0.728
H -5.113 -1.200 0.016
H -3.610 -0.375 -0.405
H -3.905 -0.850 1.267
H -1.502 -3.514 -0.213
Cl 3.008 5.202 -2.006
C 1.340 5.082 -1.554
C 0.517 6.177 -1.744
C -0.810 6.116 -1.349
C -1.310 4.959 -0.777
C -0.478 3.863 -0.621
Cl -1.130 2.409 0.074
C 0.868 3.888 -1.000
N 1.715 2.794 -0.793
C 2.227 2.055 -1.877
C 1.871 2.346 -3.191
C 2.404 1.622 -4.244
C 3.290 0.583 -4.002
C 3.638 0.286 -2.694
C 3.131 1.012 -1.624
C 3.529 0.655 -0.208
C 2.392 -0.061 0.469
O 2.183 -1.293 0.325
O 1.519 0.588 1.131
H 0.929 7.075 -2.183
H -1.454 6.974 -1.484
H -2.341 4.890 -0.460
H 1.469 2.234 0.015
H 1.169 3.146 -3.390
H 2.116 1.870 -5.258
H 3.705 0.010 -4.820
H 4.324 -0.527 -2.490
H 3.773 1.553 0.361
H 4.392 -0.009 -0.230
*
```